Here is an isolated molecule of C20H22N4O4S from the Open Molecules 2025 dataset. Energies are from ωB97M-V/def2-TZVPD.

The geometry in XYZ format:
```
51
Properties=species:S:1:pos:R:3:nbo_charge:R:1
C 0.133 5.616 0.425 -0.625
C 0.745 4.428 -0.254 -0.034
C 2.022 3.999 0.085 -0.213
C 2.597 2.915 -0.551 -0.190
C 1.910 2.240 -1.550 -0.046
C 2.497 1.013 -2.194 -0.246
N 2.013 -0.170 -1.504 -0.627
C 2.830 -1.012 -0.850 0.679
O 4.043 -0.962 -0.916 -0.638
C 2.138 -2.119 -0.043 -0.305
C 1.887 -3.347 -0.933 -0.393
C 0.735 -3.105 -1.906 -0.414
C -0.519 -2.701 -1.132 -0.230
N -0.219 -1.530 -0.342 -0.708
S -1.330 -0.345 -0.106 2.348
O -0.616 0.833 0.290 -0.940
O -2.168 -0.292 -1.263 -0.923
C -2.342 -0.811 1.309 -0.357
C -2.515 0.074 2.329 -0.137
C -3.344 -0.207 3.446 -0.202
C -4.024 -1.382 3.563 -0.174
C -3.859 -2.326 2.530 0.049
N -4.345 -3.541 2.355 -0.055
O -3.843 -3.982 1.212 -0.081
N -3.036 -3.110 0.613 -0.093
C -3.008 -2.045 1.391 0.114
C 0.831 -1.691 0.633 -0.238
C 0.632 2.663 -1.889 -0.204
C 0.059 3.745 -1.250 -0.156
H 0.427 6.532 -0.089 0.219
H -0.953 5.555 0.408 0.214
H 0.468 5.689 1.457 0.214
H 2.569 4.517 0.861 0.206
H 3.587 2.585 -0.270 0.214
H 3.587 1.001 -2.121 0.241
H 2.203 0.955 -3.248 0.197
H 1.022 -0.187 -1.309 0.415
H 2.856 -2.400 0.735 0.242
H 2.801 -3.583 -1.480 0.230
H 1.644 -4.200 -0.294 0.202
H 1.002 -2.313 -2.605 0.215
H 0.530 -4.013 -2.474 0.220
H -0.847 -3.526 -0.486 0.196
H -1.336 -2.430 -1.799 0.245
H -1.999 1.019 2.264 0.255
H -3.435 0.547 4.213 0.230
H -4.666 -1.607 4.398 0.238
H 0.548 -2.453 1.376 0.192
H 0.950 -0.731 1.140 0.243
H 0.077 2.136 -2.652 0.208
H -0.939 4.058 -1.522 0.200
```

* net charge: 0
* HOMO: -0.3191 hartree
* multiplicity: 1
* SMILES: Cc1ccc(CNC(=O)[C@@H]2CCCN(S(=O)(=O)c3cccc4nonc34)C2)cc1
* lowest unoccupied orbital energy: -1.254 eV
* energy above the lowest of the compared OMol25 structures with the same formula, charge and spin: 89.8 kcal/mol
* gap between HOMO and LUMO: 7.4 eV